1.
The molecule C4H7NO2, computed with ωB97M-V/def2-TZVPD.

Results
- max |F| (Eh/bohr) = 0.0109
- relative energy (zero: lowest compared OMol25 entry of this formula, charge and spin) (kJ/mol) = 49.35
- HOMO energy (eV) = -10.051
- gap between HOMO and LUMO (eV) = 10.68
- SMILES string = C[C@@H](C=O)C(N)=O
- E_LUMO (hartree) = 0.023

Last column: Mulliken charge in e.
Positions of all 14 atoms, in Å:
O 1.518 -0.285 1.302  -0.600
O -2.024 1.518 0.430  -0.458
N 1.987 0.216 -0.846  -0.374
C -1.008 1.276 -0.170  -0.062
C 1.126 -0.061 0.172  0.343
C -1.101 -1.052 0.746  -1.494
C -0.366 -0.110 -0.196  0.497
H -0.676 -2.058 0.707  0.391
H -0.450 -0.446 -1.243  0.299
H 2.970 0.250 -0.618  0.252
H -0.998 -0.683 1.767  0.302
H 1.692 0.464 -1.775  0.201
H -2.164 -1.095 0.499  0.395
H -0.507 2.066 -0.774  0.308

***

2.
A structure of composition C30H49KN6O3PS5, computed with ωB97M-V/def2-TZVPD.

Results
- max |F| (Eh/bohr) = 0.0572
- relative energy (zero: lowest compared OMol25 entry of this formula, charge and spin) (kJ/mol) = 111.45
- HOMO energy (eV) = -3.749
- gap between HOMO and LUMO (eV) = 5.81
- E_LUMO (hartree) = 0.076
- net charge = -1

Last column: Mulliken charge in e.
Positions of all 95 atoms, in Å:
K -1.818 -1.173 -0.577  0.644
S -3.105 -6.217 4.824  -0.142
S -1.979 -2.245 3.458  -0.098
S -4.066 -4.310 2.924  0.019
S -0.685 -4.635 5.587  -0.201
S -5.570 -6.858 3.298  -0.292
P 1.134 0.997 -1.383  -1.567
O -0.112 0.183 -1.167  0.681
O -0.629 -4.717 0.188  -0.789
O -0.723 -3.037 -1.172  -0.781
N 0.899 -0.659 2.349  -0.492
N 1.089 -2.019 2.708  -0.045
N 0.577 -4.254 2.512  -0.260
N -1.367 1.442 3.207  -0.471
N -0.431 -3.518 -0.071  0.918
N 0.098 -2.636 0.795  0.366
C 2.650 -1.348 -1.185  0.317
C -4.392 0.064 -0.028  -0.501
C -3.564 1.558 -1.547  -0.410
C 1.394 1.385 -3.149  0.653
C -0.420 4.063 0.938  -0.794
C -4.491 -0.520 -1.313  -1.240
C -2.148 -4.759 4.642  -0.038
C 1.989 3.691 -0.870  -1.003
C 1.251 0.080 -3.980  -0.901
C -0.373 2.988 -0.156  -0.955
C -2.272 1.125 3.844  0.471
C 3.957 0.859 -1.081  -0.801
C 3.983 -1.958 -0.758  -0.978
C -3.975 0.404 -2.252  -0.438
C -1.185 -3.449 6.861  -0.583
C 1.375 5.060 -0.549  -0.874
C -0.921 1.785 -4.128  -0.177
C -2.605 -3.810 3.772  -0.145
C 4.801 0.071 -2.082  -0.673
C 0.764 5.054 0.850  -0.802
C -3.460 0.720 4.597  -0.708
C -3.819 1.347 -0.175  -0.499
C 1.081 2.528 -0.381  0.620
C -4.317 -5.851 3.663  0.017
C -0.639 0.974 -5.405  -0.977
C 0.361 2.449 -3.622  -0.937
C 0.514 -3.015 2.013  -0.140
C 0.787 0.390 -5.404  -1.152
C 5.151 -1.328 -1.545  -0.892
C 2.618 0.136 -0.768  0.606
H -1.320 1.142 -3.339  -0.479
H 5.426 -1.971 -2.384  0.327
H 0.520 -0.584 -3.507  0.168
H -0.803 3.375 -1.083  0.180
H -1.892 -3.912 7.546  0.294
H 0.825 -0.520 -6.005  0.486
H -1.366 4.601 0.855  0.474
H 0.658 -0.664 1.361  0.225
H 3.781 1.863 -1.470  0.247
H -0.283 -3.150 7.400  0.336
H 2.962 3.620 -0.379  0.399
H -3.951 0.269 -3.328  0.480
H -3.491 1.239 5.555  0.337
H 5.718 0.622 -2.303  0.559
H 0.436 6.059 1.121  0.474
H 1.544 4.773 1.567  0.337
H -3.635 2.058 0.625  0.445
H 2.529 -1.470 -2.264  0.252
H 0.061 -0.324 2.818  0.163
H -3.144 2.457 -1.985  0.458
H 0.053 -4.938 1.990  0.350
H -1.624 -2.582 6.367  0.035
H -3.415 -0.359 4.751  0.139
H 1.815 -1.863 -0.718  -0.762
H -4.962 -1.467 -1.543  0.459
H 4.252 -0.016 -3.025  0.069
H -1.371 0.166 -5.488  0.368
H 4.113 -1.792 0.316  0.398
H 2.406 1.780 -3.270  0.950
H 4.529 0.983 -0.158  0.498
H -1.684 2.539 -4.325  0.676
H 6.035 -1.257 -0.905  0.342
H 2.459 0.149 0.315  0.463
H -0.998 2.144 0.129  0.107
H 3.967 -3.039 -0.912  0.465
H 0.607 -4.341 3.518  -0.008
H 1.444 2.178 0.592  0.892
H 1.487 1.099 -5.861  0.339
H 0.805 3.055 -4.419  0.447
H -4.355 0.953 4.023  0.239
H -0.765 1.610 -6.287  0.322
H 0.603 5.309 -1.284  0.269
H 1.166 -2.165 3.700  0.382
H 0.117 3.133 -2.811  0.170
H 2.172 3.626 -1.946  0.214
H -4.762 -0.371 0.893  0.450
H -0.419 3.569 1.911  0.109
H 2.202 -0.453 -4.009  0.395
H 2.148 5.828 -0.627  0.510

***

3.
A cluster of 7 separate species, C21H38BBr13NO2 in total, computed with ωB97M-V/def2-TZVPD.

Results
- max |F| (Eh/bohr) = 0.0245
- HOMO energy (eV) = -11.660
- gap between HOMO and LUMO (eV) = 8.46
- E_LUMO (hartree) = -0.118
- net charge = +1

Last column: Mulliken charge in e.
Positions of all 76 atoms, in Å:
Br -2.389 -0.500 4.820  -0.129
Br 1.117 -3.944 0.458  -0.021
Br -4.947 1.603 -0.839  -0.102
Br -1.211 -2.928 -6.005  -0.108
Br 5.702 5.239 1.429  -0.089
Br -1.094 1.257 1.046  -0.164
Br -0.573 -4.147 3.686  -0.124
Br 3.977 0.866 3.235  -0.136
Br 4.445 1.279 -0.398  -0.149
Br -4.551 1.935 -4.489  -0.154
Br 1.928 3.225 0.487  -0.038
Br 2.855 5.185 3.779  -0.120
Br -3.787 -1.670 1.636  0.023
O 1.736 0.251 -4.034  -0.541
O 2.644 -1.044 -2.222  -0.494
N -0.760 -1.457 -0.290  1.030
C 4.190 6.567 3.468  -0.574
C -2.437 -3.479 -4.568  -0.068
C 5.636 1.745 1.069  -0.089
C -3.342 2.449 -3.056  -0.612
C 1.783 -4.646 2.150  -0.607
C -1.406 -2.585 -0.033  -2.515
C 0.383 0.145 -1.857  -0.214
C -1.595 -4.129 -3.439  -1.567
C -3.352 1.438 -1.941  0.690
C 4.533 6.685 2.007  -0.562
C -4.066 -0.026 3.951  -0.547
C -0.497 2.891 1.934  -0.644
C 0.696 -5.386 2.878  -0.623
C -1.708 -3.476 -1.014  -0.493
C -1.293 -3.202 -2.293  1.479
C -4.702 -1.221 3.295  -0.602
C -0.599 -2.025 -2.540  0.667
C -3.297 -2.284 -4.134  -1.240
C -0.347 -1.140 -1.536  -0.657
C 5.594 0.708 2.159  -0.595
C 0.140 3.830 0.950  -0.744
B 1.656 -0.223 -2.755  0.528
H -3.675 -2.369 -3.112  0.282
H 5.047 6.321 4.087  0.360
H 2.074 -0.473 -4.582  0.316
H -2.261 -4.368 -0.752  0.545
H -0.289 -1.865 -3.567  0.416
H 2.328 -1.955 -2.185  0.313
H 0.172 2.585 2.732  0.404
H -3.639 3.441 -2.730  0.478
H -1.397 3.326 2.364  0.415
H -2.659 -1.394 -4.150  0.302
H -0.416 3.925 0.022  0.397
H 2.174 -3.802 2.710  0.407
H 5.098 7.597 1.821  0.342
H 6.416 0.855 2.856  0.365
H -2.520 1.604 -1.258  -0.474
H -2.357 2.500 -3.517  0.362
H 3.661 6.662 1.361  0.341
H 2.601 -5.315 1.890  0.350
H -3.841 0.771 3.248  0.271
H -1.700 -2.780 0.984  1.090
H -4.087 -2.095 -4.859  0.435
H 0.124 -6.045 2.232  0.358
H -4.686 -2.112 3.914  0.412
H 3.736 7.487 3.828  0.345
H -4.703 0.357 4.744  0.392
H -2.175 -4.971 -3.044  0.362
H 6.630 1.792 0.626  0.409
H -0.684 -4.574 -3.841  0.411
H 1.110 -5.960 3.704  0.374
H 0.676 0.611 -0.916  -0.012
H -5.729 -1.000 3.009  0.356
H -0.579 -0.780 0.475  -0.014
H 5.618 -0.308 1.779  0.385
H -0.318 0.803 -2.379  -0.123
H -3.321 0.412 -2.300  -0.182
H -3.102 -4.226 -4.995  0.567
H 5.346 2.736 1.410  -0.267
H 0.266 4.816 1.396  0.416

***

| no. | E (Ha) |
| --- | --- |
| 1 | -361.86206 |
| 2 | -4659.04891 |
| 3 | -34515.15978 |